No. 1
Below is C16H24As2F13O12Pt as an isolated structure at a distorted geometry, with properties calculated with ωB97M-V with the def2-TZVPD basis set.

The HOMO-LUMO gap (spin up / spin down) comes out at 0.22334 / 0.20187 Eh. The charge is -1. The value obtained for the energy relative to the best compared isomer or geometry (same formula, charge and spin) is 135.0 kcal per mole. As for the spin multiplicity: 3. The calculation puts the LUMO energy (spin up / spin down) at -2.38 / -2.97 eV.

Element x y z (Å)
Pt  -0.06035  -0.94724  -0.43344
As  -2.25816  -0.18764  -6.40340
As  4.27937  -2.03177  -3.74910
F  -0.95453  -3.63210  -1.92031
F  2.95809  -1.30838  -2.80743
F  2.92596  -3.01975  -4.53701
F  -1.53503  -1.84483  -6.15423
F  4.35372  -3.23960  -2.44750
F  -0.76323  0.52154  -7.03484
F  -1.83912  0.22661  -4.67397
F  -3.90903  -0.83154  -5.91432
F  5.66738  -2.68724  -4.62111
F  -2.62553  -0.51434  -8.11045
F  5.28334  -0.85579  -2.89882
F  3.87271  -0.81873  -5.00361
F  -2.91001  1.46590  -6.57732
O  -5.78455  1.90745  -0.70695
O  6.00895  0.92812  3.22013
O  0.03105  3.92169  -0.82139
O  -0.80438  5.71311  -1.92820
O  -4.78621  0.01621  -0.37195
O  1.41016  -6.07791  2.80415
O  -7.03307  0.25054  -0.44324
O  -1.54670  5.20034  0.13275
O  4.13915  -0.13524  2.62790
O  -0.03484  -5.95454  4.40016
O  -0.01847  -4.27339  2.83947
O  5.92597  -1.07149  3.91017
C  -5.80521  0.67326  -0.52559
C  7.15865  -0.68561  4.39403
C  -2.61026  7.05892  -2.86485
C  1.67590  -7.22973  3.59940
C  7.27295  0.64332  3.67879
C  0.40095  -5.31229  3.32273
C  -7.06305  2.48754  -0.85294
C  -0.70152  4.90278  -0.86915
C  7.75806  1.84334  4.47920
C  3.21428  -7.13035  3.84115
C  -7.82682  1.23799  -1.16001
C  5.31483  -0.07830  3.10807
C  0.80630  -7.05663  4.75894
C  -9.31926  1.22848  -0.56764
C  -1.79068  6.73414  -1.61294
C  -2.42105  6.20472  -0.35741
H  -9.95505  0.68278  -1.26483
H  -7.07531  3.09073  -1.76075
H  7.99886  0.42598  2.89526
H  6.98026  2.13200  5.18617
H  -7.75760  1.12186  -2.24159
H  -9.61663  2.26468  -0.40648
H  0.15180  -7.92095  4.87150
H  -7.10770  3.06974  0.06747
H  3.55081  -7.66192  4.73126
H  7.94928  -1.31587  3.98688
H  -9.48871  0.70509  0.37334
H  7.11860  -0.51799  5.47031
H  1.32224  -8.13112  3.09887
H  3.50350  -6.11808  4.12361
H  8.70368  1.64053  4.98198
H  -3.23205  7.91154  -2.59182
H  -2.11769  7.43175  -3.76288
H  3.82614  -7.34991  2.96622
H  -2.61583  6.96344  0.40055
H  -3.44979  5.86850  -0.48682
H  -3.13294  6.23448  -3.34980
H  8.11648  2.67916  3.87833
H  1.49840  -7.11006  5.59931
H  -1.22744  7.66209  -1.51403

=====

No. 2
Below is C16H24AsF3N3PdS5 as an isolated structure, with properties calculated with ωB97M-V with the def2-TZVPD basis set.

The HOMO-LUMO gap comes out at 0.23293 Eh. The charge is -1. The value obtained for the energy relative to the best compared isomer or geometry (same formula, charge and spin) is 1.8 kcal per mole. As for the spin multiplicity: 1. The calculation puts the LUMO energy at 1.80 eV.

Element x y z (Å)
Pd  -1.03600  -0.04252  -0.18601
As  -2.65056  -2.92534  -0.63960
S  -1.78312  -4.67140  0.11471
S  -2.62145  -1.28069  0.89328
S  -0.33257  1.73570  1.38931
S  -4.47471  -3.05531  -1.64948
S  -1.12897  -1.67549  -1.76342
F  2.41012  3.27825  2.18704
F  1.00384  4.70825  1.37968
F  3.07097  4.75801  0.76031
N  2.49220  -2.87957  2.55528
N  0.51559  1.17231  -0.96675
N  0.86345  -1.40743  1.23239
C  1.37419  -2.46180  3.40555
C  0.98549  -2.72446  0.58955
C  1.94968  -3.61845  1.40906
C  2.18333  -0.77583  1.28232
C  -2.56683  1.22466  -3.28324
C  1.19468  1.25115  -2.10444
C  1.74849  2.98746  -0.06396
C  3.17370  -1.68412  2.06015
C  -3.34333  0.95393  -2.00138
C  2.04958  3.92683  1.06719
C  0.37295  -1.58933  2.60318
C  0.73226  2.01958  0.06363
C  2.45900  3.06493  -1.24474
C  -4.57790  1.86706  -1.94527
C  -2.54987  1.24863  -0.75514
C  2.18348  2.19456  -2.29425
H  -5.20782  1.68870  -2.81887
H  -3.15720  1.23842  0.14372
H  -3.69685  -0.07839  -1.98738
H  1.78427  -1.91465  4.25846
H  -2.20678  2.26012  -3.30249
H  2.07425  0.20142  1.75747
H  0.25632  -0.59983  3.05094
H  -0.61219  -2.04907  2.54655
H  0.88907  -3.36042  3.79151
H  4.00041  -2.00553  1.42187
H  1.34482  -2.57155  -0.42944
H  3.23402  3.81213  -1.34686
H  0.92823  0.52190  -2.86120
H  2.78953  -3.96447  0.80139
H  3.60354  -1.15636  2.91517
H  2.52071  -0.60964  0.25493
H  -1.71859  0.55009  -3.38014
H  2.72791  2.24456  -3.22524
H  -5.17538  1.67509  -1.05309
H  -0.00549  -3.17193  0.51307
H  -4.28665  2.92232  -1.94685
H  -3.21130  1.07766  -4.15226
H  -2.00443  2.19180  -0.83356
H  1.43189  -4.50192  1.78735

=====

No. 3
Below is C16H24AsF7MnO12 as an isolated structure at a distorted geometry, with properties calculated with ωB97M-V with the def2-TZVPD basis set.

The HOMO-LUMO gap (spin up / spin down) comes out at 0.28570 / 0.33867 Eh. The value obtained for the energy relative to the best compared isomer or geometry (same formula, charge and spin) is 12.3 kcal per mole. As for the spin multiplicity: 6. The calculation puts the LUMO energy (spin up / spin down) at -0.30 / -0.30 eV.

Element x y z (Å)
As  0.78214  -4.25624  2.73611
Mn  -0.10780  -0.84389  1.89090
F  -0.93403  -4.14062  2.52211
F  0.91704  -5.01935  1.19900
F  0.65047  -5.77138  3.52338
F  -0.87350  -0.48986  3.60765
F  0.89103  -2.68457  1.84320
F  0.65993  -3.37976  4.19209
F  2.48581  -4.25101  2.87001
O  0.72866  -1.74399  -2.40328
O  -1.15954  2.95692  0.12033
O  -4.12736  -0.97531  1.15575
O  1.04894  2.86256  0.30508
O  0.52778  -1.03438  -0.28237
O  -1.97920  -1.55969  0.99964
O  3.88280  1.08397  2.12438
O  -0.21077  1.31772  1.31862
O  2.12509  -0.31719  2.12518
O  3.72611  -0.49576  0.57560
O  -0.88683  -0.32105  -1.87469
O  -3.43250  -2.10937  -0.61316
C  0.28125  -1.16086  -3.66050
C  -5.34867  -1.25925  0.44949
C  -0.12284  2.29338  0.64221
C  0.82639  4.05844  -0.41749
C  6.26957  1.43306  2.15483
C  -1.09382  -0.66916  -3.26131
C  5.04657  1.28762  1.29612
C  -3.09142  -1.55661  0.57339
C  0.18287  -1.01724  -1.42118
C  4.97587  0.09932  0.33600
C  0.36872  -2.20554  -4.73938
C  -1.28896  5.31412  0.37589
C  3.15287  0.06249  1.66050
C  -6.05013  0.01929  0.09916
C  -0.70838  4.19682  -0.46020
C  -4.83314  -2.00769  -0.80061
H  0.98034  -0.34143  -3.84792
H  7.13694  1.64465  1.52331
H  -0.39638  -2.96863  -4.57368
H  5.19700  0.40897  -0.68486
H  -5.32141  -2.97654  -0.91739
H  0.18200  -1.82083  -5.74285
H  -6.38599  0.55955  0.98715
H  -1.90566  -1.38133  -3.38558
H  4.85379  2.22861  0.76965
H  1.28574  4.92894  0.03974
H  -5.94112  -1.86660  1.12963
H  1.34687  -2.68127  -4.75152
H  1.16726  3.89576  -1.43886
H  6.15360  2.22026  2.89290
H  -5.38787  0.70491  -0.43584
H  6.49721  0.48847  2.65562
H  -1.33330  0.27583  -3.74835
H  -1.17249  6.32306  -0.03419
H  -1.07886  4.24742  -1.48360
H  -0.65575  5.43208  1.27047
H  -5.04186  -1.44080  -1.70975
H  5.78342  -0.60443  0.57854
H  -2.31695  5.14649  0.67397
H  -6.92761  -0.13902  -0.52905

=====

No. 4
Below is a 5-piece molecular cluster, C16H24BBrCl12N2O overall at a distorted geometry, with properties calculated with ωB97M-V with the def2-TZVPD basis set.

The HOMO-LUMO gap comes out at 0.32948 Eh. The value obtained for the energy relative to the best compared isomer or geometry (same formula, charge and spin) is 0.0 kcal per mole. As for the structure (SMILES): NCCB(Br)CCCNCc1ccccc1O.ClC(Cl)Cl.ClC(Cl)Cl.ClC(Cl)Cl.ClC(Cl)Cl. As for the spin multiplicity: 1. The calculation puts the LUMO energy at 0.32 eV.

Element x y z (Å)
Br  -3.27536  2.90465  0.29543
Cl  4.14984  -2.45197  -5.54788
Cl  -5.39413  -3.17166  5.42380
Cl  -1.97918  -3.07472  2.77648
Cl  -4.94230  -3.65558  2.59737
Cl  0.73449  -2.63540  1.79287
Cl  4.21331  -2.12641  -2.66186
Cl  -1.32082  6.79556  2.50950
Cl  -1.32892  7.68724  -0.25591
Cl  6.38329  -3.51735  -4.02411
Cl  -5.81623  -5.82392  4.32009
Cl  -0.30904  -1.01885  3.97264
Cl  -3.78958  7.72240  1.28923
O  2.58901  1.31957  -2.20293
N  -0.20517  -1.43979  -2.86547
N  0.03043  2.49455  2.45789
C  -5.91201  -4.08928  4.00775
C  1.16632  -0.99104  -3.16190
C  1.90125  -2.11668  -1.04654
C  -2.18959  0.06852  0.15457
C  -0.34065  2.17272  -0.04012
C  3.26768  0.22992  -0.15813
C  -1.25314  -0.87877  -0.65494
C  1.93304  -0.93979  -1.81997
C  -2.25808  6.88815  1.01616
C  5.18583  -2.21986  -4.13447
C  2.59263  0.20466  -1.39614
C  -0.95886  -0.42129  -2.09070
C  2.55224  -2.07503  0.19031
C  3.22458  -0.92648  0.61308
C  0.07469  3.12081  1.13325
C  -0.32869  -2.61616  3.21538
B  -1.79662  1.58662  0.10694
H  0.04524  -3.33746  3.93227
H  -0.40757  0.53312  -2.16349
H  1.67976  -1.66633  -3.86751
H  -2.09766  -0.23576  1.22355
H  1.11846  3.44323  0.95526
H  -0.54477  4.02953  1.13014
H  -3.25303  -0.10834  -0.09165
H  -1.75177  -1.86431  -0.72042
H  -0.92226  2.44009  2.80182
H  0.46950  1.58064  2.41592
H  -0.28542  2.78822  -0.96223
H  -0.35141  -1.05458  -0.04994
H  3.77835  1.12627  0.20451
H  -1.92422  -0.29134  -2.61966
H  2.52476  -2.96442  0.80444
H  1.37833  -2.98793  -1.44205
H  1.17682  0.01757  -3.61911
H  -6.94471  -3.83831  3.79916
H  3.12121  2.00945  -1.78645
H  5.71479  -1.28199  -4.25385
H  -0.68167  -1.65071  -3.73440
H  3.72903  -0.96427  1.58358
H  0.38353  1.34281  -0.11787
H  -2.47530  5.87842  0.69230

=====

No. 5
Below is C16H24CeIN2O8P2 as an isolated structure at a distorted geometry, with properties calculated with ωB97M-V with the def2-TZVPD basis set.

The HOMO-LUMO gap (spin up / spin down) comes out at 0.19230 / 0.19803 Eh. The charge is +2. The value obtained for the energy relative to the best compared isomer or geometry (same formula, charge and spin) is 23.3 kcal per mole. As for the spin multiplicity: 2. The calculation puts the LUMO energy (spin up / spin down) at -9.92 / -9.77 eV.

Element x y z (Å)
Ce  -0.85107  0.50222  0.83920
I  -0.07403  1.54493  3.53612
P  -1.23102  2.88371  -0.66769
P  -2.40049  -1.73913  1.78343
O  -3.61151  0.40501  -0.88035
O  4.75555  -1.34871  2.38901
O  5.15459  -1.74603  -4.62691
O  -1.99923  -1.42398  -2.25830
O  1.05339  0.09512  -0.09464
O  6.84464  -2.34876  -3.35514
O  0.89908  -0.11671  -2.34833
O  6.57862  -2.14761  1.47644
N  5.67836  -1.91197  -3.51157
N  5.43379  -1.66752  1.38867
C  0.22585  3.60844  0.22209
C  3.60822  -1.09186  -2.40769
C  -2.38813  4.27752  -0.64605
C  -4.38760  1.59526  1.04094
C  5.54413  -1.79277  -1.08198
C  4.92499  -1.59776  -2.32448
C  -4.15391  -1.90077  2.24903
C  1.53698  -0.20652  -1.30225
C  2.92273  -0.76616  -1.22651
C  3.55734  -0.94680  0.01261
C  -2.22331  -3.25169  0.76404
C  -0.56128  3.00388  -2.34784
C  4.85052  -1.46542  0.09031
C  -3.36458  0.93203  0.19916
C  -1.57013  -2.31586  3.32133
C  -1.57367  -0.84630  -1.35415
H  0.19895  4.69337  0.04720
H  -5.33973  1.58190  0.49200
H  -2.90744  -3.20887  -0.09429
H  -2.71107  4.53874  0.37108
H  -4.10844  2.63617  1.26971
H  -4.44109  -1.11571  2.96107
H  0.17530  3.41372  1.31334
H  -4.79121  -1.85555  1.35612
H  -4.51841  1.06714  1.99898
H  -0.42187  4.06703  -2.58614
H  -0.60311  -2.78669  3.05925
H  6.54079  -2.17803  -1.01540
H  3.11668  -0.96333  -3.36456
H  -2.48303  -4.11363  1.39723
H  -1.38893  -1.44708  3.97874
H  -1.18388  -3.35250  0.42131
H  -2.17656  -3.05284  3.85995
H  -4.27533  -2.87919  2.73485
H  -1.87724  5.14215  -1.07914
H  0.36757  2.42603  -2.44543
H  -3.27436  4.05753  -1.25462
H  3.06236  -0.70644  0.93801
H  -1.30318  2.63055  -3.05426
H  1.16437  3.18973  -0.18350

=====

No. 6
Below is a 10-piece molecular cluster, C16H24Cl27NP overall at a distorted geometry, with properties calculated with ωB97M-V with the def2-TZVPD basis set.

The HOMO-LUMO gap comes out at 0.32078 Eh. The charge is +1. As for the spin multiplicity: 1. The calculation puts the LUMO energy at -3.25 eV.

Element x y z (Å)
Cl  3.51870  -4.25219  -1.75048
Cl  0.17758  6.31007  1.65033
Cl  -5.37922  -4.12533  4.67332
Cl  5.45284  3.92697  3.33552
Cl  -0.84310  -3.16971  0.61558
Cl  -2.73882  4.52441  -0.95025
Cl  1.53334  -9.06295  -4.38401
Cl  2.83790  5.18995  3.35121
Cl  -5.38499  5.69973  -0.77480
Cl  -4.69238  3.43002  0.89856
Cl  -0.38352  -3.25292  -2.81978
Cl  -4.86875  -6.98528  4.65269
Cl  4.59237  5.50107  1.05236
Cl  -0.88563  8.44138  -0.01250
Cl  0.05577  -6.61385  -3.85995
Cl  5.05326  -3.82464  0.67920
Cl  -0.70322  -5.89783  1.57516
Cl  0.47258  6.45358  -2.45906
Cl  -2.65146  -5.11673  4.80747
Cl  -3.20571  -4.85530  0.51584
Cl  -2.63929  -5.04373  -3.09809
Cl  -3.06422  -2.16980  -3.12654
Cl  -2.40454  7.49387  2.28521
Cl  2.39887  -4.99996  0.81770
Cl  0.97002  3.62143  -2.67896
Cl  -0.94224  -9.14759  -2.86679
Cl  3.13147  5.40869  -2.01081
P  1.80254  0.31375  -0.59796
N  -0.66324  -0.14284  0.44244
C  -1.96948  -3.48476  -3.56491
C  0.15291  0.74541  -0.04261
C  -0.54570  2.09558  -0.01770
C  -0.06360  -8.34973  -4.17220
C  4.51330  5.32320  2.80743
C  2.41609  -0.97965  0.55129
C  -4.27091  -5.40170  4.16528
C  -1.98660  0.45459  0.66074
C  -1.49981  1.81314  1.17667
C  1.64505  5.23797  -2.94047
C  -4.46092  4.21026  -0.66691
C  2.84104  1.79537  -0.28670
C  -1.45110  -4.83024  0.40115
C  -1.28916  7.05234  0.99620
C  3.87998  -4.86331  -0.13274
C  2.59228  2.45850  1.09446
H  2.04094  3.38652  0.98574
H  2.65319  2.51950  -1.07053
H  -2.68642  -0.11451  1.25742
H  -0.45639  -1.11930  0.63351
H  3.05090  -0.55612  1.32514
H  4.31224  -5.85010  -0.23120
H  4.94153  6.20968  3.25551
H  3.86810  1.44964  -0.31891
H  1.59714  -1.46700  1.07194
H  2.04588  1.80509  1.76843
H  -1.16959  -5.15858  -0.59311
H  -0.79524  1.55014  1.96050
H  -2.23434  2.56216  1.43293
H  0.10413  2.94815  0.10308
H  -1.77342  6.32164  0.36119
H  1.87078  5.35749  -3.99175
H  -2.43781  0.65463  -0.31079
H  -4.20914  -5.38256  3.08654
H  -1.07854  2.11323  -0.97344
H  3.55064  2.69864  1.53827
H  2.98322  -1.71830  -0.00110
H  -1.83884  -3.47536  -4.63907
H  -0.62101  -8.48859  -5.08870
H  -4.80792  3.53487  -1.43736

=====

Sequential total energy output: -201798.667; -148103.251; -152739.094; -242996.897; -75926.753; -365858.711 eV